1.
Molecular formula: C2HClN2O
Method: DFT, wB97M-V/def2-TZVPD

The geometry in XYZ format:
```
7
Properties=species:S:1:pos:R:3
C 1.89 -0.42 -0.38
C 1.04 0.48 0.17
N 2.58 -1.24 -0.84
N 0.91 1.60 0.51
O 0.56 2.62 1.04
Cl -0.35 -1.13 1.24
H 0.53 -1.39 2.01
```

LUMO	-0.06	eV
E_HOMO	-10.04	eV
total charge	0

2.
Molecular formula: C2HClN2O
Method: DFT, wB97M-V/def2-TZVPD

The geometry in XYZ format:
```
7
Properties=species:S:1:pos:R:3
C -1.41 -4.23 1.77
C -1.18 -1.48 0.52
N -0.80 -0.39 0.23
N -0.20 0.66 0.34
O -2.24 -4.88 2.19
Cl -2.50 -2.44 0.21
H 0.50 0.84 -0.38
```

LUMO	0.05	eV
E_HOMO	-9.01	eV
total charge	0

Short version: 1 is the least stable of them.

1.
Molecular formula: C3H2N4
Method: DFT, wB97M-V/def2-TZVPD

The geometry in XYZ format:
```
9
Properties=species:S:1:pos:R:3
C -1.40 0.36 -1.61
C -0.78 0.58 -0.62
C -0.02 0.75 0.54
N -0.55 0.94 1.67
N -0.92 0.95 2.76
N 2.36 -2.61 -0.30
N 2.31 -1.53 -0.57
H -2.04 -0.15 -2.25
H 1.04 0.70 0.38
```

LUMO	0.36	eV
E_HOMO	-8.45	eV
total charge	0

2.
Molecular formula: C3H2N4
Method: DFT, wB97M-V/def2-TZVPD

The geometry in XYZ format:
```
9
Properties=species:S:1:pos:R:3
N 0.52 -0.24 2.90
C 0.29 -0.28 1.74
C 0.02 -0.20 0.32
C 0.06 -0.99 -0.81
N -0.21 -0.20 -1.91
N -0.30 1.01 -1.51
N -0.26 1.07 -0.14
H 0.14 -2.09 -0.93
H -0.26 1.92 0.35
```

LUMO	0.06	eV
E_HOMO	-10.52	eV
total charge	0

Short version: 1 is the least stable of them.

1.
Molecular formula: C4H8FNO
Method: DFT, wB97M-V/def2-TZVPD

The geometry in XYZ format:
```
15
Properties=species:S:1:pos:R:3
C 1.40 0.74 0.80
C 0.65 1.08 -0.50
C 0.76 0.35 -1.62
O 1.57 -0.70 -1.80
H 1.73 -0.41 0.64
H 2.21 1.43 0.85
H 0.87 0.78 1.75
H 0.09 1.89 -0.32
H 0.02 0.66 -2.31
H 2.16 -0.85 -1.09
C -2.06 -1.16 1.03
N -2.49 -0.11 0.53
F -3.34 -0.60 -0.52
H -2.21 -2.07 0.66
H -1.35 -1.04 1.91
```

LUMO	0.70	eV
E_HOMO	-8.73	eV
total charge	0

2.
Molecular formula: C4H8FNO
Method: DFT, wB97M-V/def2-TZVPD

The geometry in XYZ format:
```
15
Properties=species:S:1:pos:R:3
H 3.03 -2.21 -0.10
N 2.45 -1.40 -0.24
C 2.94 -0.31 -0.28
F 4.27 0.03 -0.12
H 2.52 0.64 -0.56
C -0.44 0.36 0.96
C -1.36 0.02 0.04
C -2.50 0.98 -0.35
O -1.49 -1.15 -0.57
H 0.27 -0.34 1.40
H -0.43 1.38 1.35
H -3.46 0.57 -0.32
H -2.37 1.49 -1.30
H -2.38 1.83 0.21
H -1.05 -1.89 -0.12
```

LUMO	0.92	eV
E_HOMO	-8.66	eV
total charge	0

Short version: 1 is the least stable of them.

1.
Molecular formula: C4H8FNO
Method: DFT, wB97M-V/def2-TZVPD

The geometry in XYZ format:
```
15
Properties=species:S:1:pos:R:3
C 0.90 0.62 1.25
C 0.27 -0.04 0.01
C 1.11 0.22 -1.23
F 0.29 -1.57 0.32
C -1.28 0.28 0.01
N -1.99 -0.80 -0.27
O -1.66 1.39 0.28
H 0.57 1.60 1.49
H 0.64 -0.02 2.09
H 1.99 0.54 1.27
H 2.14 0.43 -1.17
H 1.01 -0.79 -1.68
H 0.66 0.71 -2.04
H -1.67 -1.73 -0.01
H -2.98 -0.85 -0.30
```

LUMO	0.92	eV
E_HOMO	-10.11	eV
total charge	0

2.
Molecular formula: C4H8FNO
Method: DFT, wB97M-V/def2-TZVPD

The geometry in XYZ format:
```
15
Properties=species:S:1:pos:R:3
C -0.23 2.32 0.11
C -0.25 1.07 -0.40
F -0.22 0.91 -1.76
C -0.17 -0.19 0.39
N -1.22 -1.13 0.02
C 1.16 -0.96 0.20
O 1.46 -1.45 -1.07
H -0.26 2.49 1.20
H -0.30 3.21 -0.49
H -0.28 0.15 1.43
H -1.44 -1.80 0.80
H -1.96 -0.59 -0.43
H 1.06 -1.85 0.88
H 1.99 -0.30 0.52
H 0.65 -1.89 -1.40
```

LUMO	0.82	eV
E_HOMO	-9.53	eV
total charge	0

Short version: 2 is the least stable of them.

1.
Molecular formula: C7H7N
Method: DFT, wB97M-V/def2-TZVPD

The geometry in XYZ format:
```
15
Properties=species:S:1:pos:R:3
C 0.93 -0.93 -0.80
C 0.80 -0.31 0.42
C 1.56 -0.83 1.48
N 2.42 -1.81 1.21
C 2.62 -2.13 -0.05
C 1.91 -1.82 -1.12
H 0.19 -0.76 -1.71
H 0.03 0.39 0.58
H 1.35 -0.54 2.54
H 3.34 -3.10 0.16
H 1.88 -2.46 -2.13
C -4.01 3.14 -0.48
C -4.59 4.09 0.01
H -3.21 2.31 -0.64
H -5.23 4.77 0.55
```

LUMO	0.64	eV
E_HOMO	-9.70	eV
total charge	0

2.
Molecular formula: C7H7N
Method: DFT, wB97M-V/def2-TZVPD

The geometry in XYZ format:
```
15
Properties=species:S:1:pos:R:3
C 2.25 -0.92 0.60
C 1.78 -0.34 -0.50
C 0.26 -0.20 -0.86
C 0.08 0.18 -2.05
C -0.81 -0.11 0.15
C -2.16 -0.27 -0.23
C -0.70 0.76 1.13
N -0.85 1.14 2.29
H 3.25 -1.05 0.67
H 1.48 -1.38 1.12
H 2.50 0.33 -1.08
H 0.86 0.19 -2.96
H -0.88 0.34 -2.36
H -2.99 -0.15 0.37
H -2.48 -0.83 -1.28
```

LUMO	-0.56	eV
E_HOMO	-9.43	eV
total charge	0

3.
Molecular formula: C7H7N
Method: DFT, wB97M-V/def2-TZVPD

The geometry in XYZ format:
```
15
Properties=species:S:1:pos:R:3
C -1.84 -1.06 -0.03
C -2.90 -0.10 0.00
C -0.66 -0.41 0.02
C -2.48 1.19 -0.05
C 0.84 -0.64 -0.01
C 1.41 0.78 -0.03
C 0.16 1.65 0.01
N -0.95 0.99 0.04
H -1.85 -2.07 -0.16
H -4.00 -0.23 -0.06
H 1.06 -1.10 0.93
H 1.32 -1.04 -0.95
H 2.04 0.95 0.86
H 1.88 0.92 -0.91
H 0.08 2.66 -0.08
```

LUMO (spin up / spin down)	-0.45 / -0.45	eV
E_HOMO (spin up / spin down)	-7.54 / -7.54	eV
total charge	0

Short version: 2 is the least stable of them.

1.
Molecular formula: C7H7N
Method: DFT, wB97M-V/def2-TZVPD

The geometry in XYZ format:
```
15
Properties=species:S:1:pos:R:3
C 1.49 -1.04 -0.32
C 1.41 -1.29 1.02
C 0.25 -0.65 1.60
C -1.36 0.91 0.52
C -1.63 1.09 -0.89
C -0.52 0.61 -1.60
C 0.53 0.11 -0.64
H 2.33 -1.24 -1.01
H 1.86 -2.13 1.53
H -0.40 -0.78 2.58
H -2.13 0.72 1.37
H -2.43 1.58 -1.49
H -0.51 0.94 -2.73
H 1.28 0.90 -0.67
N -0.17 0.27 0.72
```

LUMO	0.40	eV
E_HOMO	-6.40	eV
total charge	0

2.
Molecular formula: C7H7N
Method: DFT, wB97M-V/def2-TZVPD

The geometry in XYZ format:
```
15
Properties=species:S:1:pos:R:3
C -1.69 0.11 0.38
C -0.39 -0.79 0.07
C 0.77 -0.23 0.06
C 1.31 1.23 0.05
C 1.98 2.27 -0.19
C 2.19 -0.90 0.12
C 3.18 -1.65 -0.08
H -3.06 0.20 -1.31
H -3.98 -0.12 0.42
H -1.49 1.11 0.13
H -1.90 -0.01 1.59
H -0.69 -1.93 -0.59
H 2.53 3.32 -0.06
H 4.24 -2.22 -0.26
N -3.00 -0.38 -0.35
```

LUMO	0.14	eV
E_HOMO	-9.17	eV
total charge	0

Short version: 2 is the least stable of them.